# 1
Molecular formula: C4H10NO
Method: DFT, ωB97M-V with the def2-TZVPD basis set

Results
LUMO (alpha / beta)   4.0 / 4.0 eV
Calculated total energy   -288.26191 Eh
Total charge   -1
ΔE to the lowest compared entry with this formula, charge and spin   340.6 kJ/mol
HOMO (alpha / beta)   -0.0569 / -0.0569 hartree
Orbital gap (alpha / beta)   5.58 / 5.57 eV

Last columns: bonded neighbours and bond lengths (Å).
CARTESIAN COORDINATES (ANGSTROEM)
1 C -1.33 0.39 0.50  C4 1.498, H7 1.065, H8 1.099, H9 1.185
2 C 0.26 -1.44 0.08  C4 1.502, H10 1.031, H11 1.097, H12 1.084
3 C 1.11 0.87 0.78  C4 1.468, H13 1.136, H14 1.099, H15 1.104
4 C 0.08 0.05 0.12  C1 1.498, C2 1.502, C3 1.468
5 N 0.22 0.09 -1.86  O6 1.356, H16 1.064
6 O -0.86 -0.62 -2.27  N5 1.356
7 H -1.84 -0.14 1.28  C1 1.065
8 H -1.29 1.45 0.75  C1 1.099
9 H -1.91 0.24 -0.52  C1 1.185
10 H 1.23 -1.67 -0.19  C2 1.031
11 H -0.26 -1.90 -0.77  C2 1.097
12 H 0.03 -1.89 1.04  C2 1.084
13 H 2.18 0.71 0.46  C3 1.136
14 H 1.15 1.97 0.72  C3 1.099
15 H 0.99 0.76 1.87  C3 1.104
16 H 0.23 1.14 -1.99  N5 1.064

***

# 2
Molecular formula: C3H6N4
Method: DFT, ωB97M-V with the def2-TZVPD basis set

Results
LUMO (alpha / beta)   0.2 / 0.2 eV
SMILES   NN1C=CC=NN1
Calculated total energy   -336.69383 Eh
Total charge   0
ΔE to the lowest compared entry with this formula, charge and spin   670.6 kJ/mol
HOMO (alpha / beta)   -0.2845 / -0.2845 hartree
Orbital gap (alpha / beta)   7.91 / 7.92 eV

Last columns: bonded neighbours and bond lengths (Å).
CARTESIAN COORDINATES (ANGSTROEM)
1 N -1.03 -0.85 -0.98  N2 1.344, H8 0.986, H9 1.013
2 N -1.00 -0.60 0.34  N1 1.344, C3 1.389, N7 1.591
3 C 0.26 -0.82 0.89  N2 1.389, C4 1.375, H10 1.139
4 C 1.33 -0.20 0.31  C3 1.375, C5 1.368, H11 1.127
5 C 1.16 0.84 -0.57  C4 1.368, N6 1.740, H12 1.114
6 N -0.27 1.71 -0.09  C5 1.740, N7 1.260
7 N -0.98 0.96 0.63  N2 1.591, N6 1.260, H13 1.010
8 H -1.94 -0.91 -1.36  N1 0.986
9 H -0.33 -0.32 -1.49  N1 1.013
10 H 0.44 -1.60 1.70  C3 1.139
11 H 2.36 -0.44 0.70  C4 1.127
12 H 1.47 1.10 -1.61  C5 1.114
13 H -1.45 1.13 1.51  N7 1.010

***

# 3
Molecular formula: C15H19N3O3S2
Method: DFT, ωB97M-V with the def2-TZVPD basis set

Results
LUMO   0.4 eV
SMILES   CCCCc1nnc(NC(=O)CS(=O)(=O)Cc2ccccc2)s1
Calculated total energy   -1769.34045 Eh
Total charge   0
ΔE to the lowest compared entry with this formula, charge and spin   116.8 kJ/mol
HOMO   -0.3394 hartree
Orbital gap   9.61 eV

Last columns: bonded neighbours and bond lengths (Å).
CARTESIAN COORDINATES (ANGSTROEM)
1 C 5.47 0.52 -0.32  C2 1.524, H24 1.087, H25 1.088, H26 1.087
2 C 4.50 -0.20 -1.25  C1 1.524, C3 1.527, H27 1.092, H28 1.092
3 C 3.09 -0.30 -0.68  C2 1.527, C4 1.535, H29 1.093, H30 1.092
4 C 3.02 -1.18 0.58  C3 1.535, C5 1.478, H31 1.092, H32 1.091
5 C 1.61 -1.41 0.96  C4 1.478, N6 1.280, S23 1.761
6 N 1.01 -2.54 0.93  C5 1.280, N7 1.323
7 N -0.27 -2.49 1.26  N6 1.323, C8 1.287
8 C -0.69 -1.30 1.54  N7 1.287, N9 1.373, S23 1.754
9 N -1.98 -0.97 1.85  C8 1.373, C10 1.370, H33 1.014
10 C -3.13 -1.42 1.26  N9 1.370, O11 1.211, C12 1.491
11 O -4.21 -0.99 1.61  C10 1.211
12 C -2.95 -2.35 0.11  C10 1.491, S13 1.847, H34 1.085, H35 1.087
13 S -2.36 -1.35 -1.32  C12 1.847, O14 1.434, O15 1.437, C16 1.843
14 O -2.66 -2.09 -2.51  S13 1.434
15 O -0.99 -1.00 -1.09  S13 1.437
16 C -3.37 0.20 -1.33  S13 1.843, C17 1.486, H36 1.088, H37 1.086
17 C -2.63 1.28 -0.63  C16 1.486, C18 1.390, C22 1.392
18 C -3.03 1.75 0.61  C17 1.390, C19 1.385, H38 1.080
19 C -2.28 2.71 1.27  C18 1.385, C20 1.384, H39 1.080
20 C -1.11 3.19 0.71  C19 1.384, C21 1.385, H40 1.080
21 C -0.71 2.73 -0.53  C20 1.385, C22 1.383, H41 1.080
22 C -1.46 1.78 -1.20  C17 1.392, C21 1.383, H42 1.079
23 S 0.56 -0.08 1.44  C5 1.761, C8 1.754
24 H 5.64 -0.05 0.59  C1 1.087
25 H 5.09 1.50 -0.04  C1 1.088
26 H 6.43 0.65 -0.81  C1 1.087
27 H 4.88 -1.20 -1.47  C2 1.092
28 H 4.45 0.35 -2.19  C2 1.092
29 H 2.72 0.69 -0.43  C3 1.093
30 H 2.42 -0.73 -1.43  C3 1.092
31 H 3.55 -0.70 1.40  C4 1.092
32 H 3.47 -2.16 0.38  C4 1.091
33 H -2.11 -0.20 2.50  N9 1.014
34 H -3.90 -2.79 -0.19  C12 1.085
35 H -2.18 -3.10 0.28  C12 1.087
36 H -3.52 0.40 -2.39  C16 1.088
37 H -4.32 -0.05 -0.86  C16 1.086
38 H -3.94 1.38 1.05  C18 1.080
39 H -2.61 3.07 2.23  C19 1.080
40 H -0.52 3.93 1.23  C20 1.080
41 H 0.20 3.11 -0.98  C21 1.080
42 H -1.14 1.42 -2.17  C22 1.079

***

# 4
Molecular formula: C34H47F16N3O8
Method: DFT, ωB97M-V with the def2-TZVPD basis set

Results
LUMO   0.3 eV
SMILES   FC(F)C(F)(F)COC(F)(F)C(F)F.FC(F)C(F)(F)COC(F)(F)C(F)F.O=C1CCCO1.O=C1CCCO1.O=C1CCCO1.CCCC#N.CCCC#N.CCCC#N
Calculated total energy   -3687.82493 Eh
Total charge   0
HOMO   -0.3727 hartree
Orbital gap   10.49 eV

Last columns: bonded neighbours and bond lengths (Å).
CARTESIAN COORDINATES (ANGSTROEM)
1 F 6.73 6.07 2.01  C2 1.340
2 C 6.42 4.91 1.40  F1 1.340, F3 1.359, C4 1.511, H15 1.093
3 F 6.54 3.89 2.29  C2 1.359
4 C 5.00 4.92 0.88  C2 1.511, F5 1.366, F6 1.353, C7 1.511
5 F 4.85 6.01 0.08  C4 1.366
6 F 4.16 5.05 1.93  C4 1.353
7 C 4.71 3.65 0.13  C4 1.511, O8 1.416, H16 1.095, H17 1.092
8 O 5.56 3.67 -1.01  C7 1.416, C9 1.343
9 C 5.95 2.48 -1.50  O8 1.343, F10 1.359, F11 1.340, C12 1.523
10 F 6.94 1.97 -0.72  C9 1.359
11 F 4.96 1.58 -1.53  C9 1.340
12 C 6.56 2.76 -2.86  C9 1.523, F13 1.362, F14 1.334, H18 1.094
13 F 7.04 1.60 -3.38  C12 1.362
14 F 5.67 3.30 -3.70  C12 1.334
15 H 7.12 4.70 0.59  C2 1.093
16 H 3.65 3.64 -0.15  C7 1.095
17 H 4.85 2.78 0.78  C7 1.092
18 H 7.40 3.45 -2.73  C12 1.094
19 F -6.99 -0.58 -1.95  C20 1.344
20 C -6.46 -1.53 -1.17  F19 1.344, F21 1.389, C22 1.533, H33 1.088
21 F -6.29 -2.69 -1.93  C20 1.389
22 C -5.10 -1.10 -0.60  C20 1.533, F23 1.357, F24 1.340, C25 1.531
23 F -4.34 -0.56 -1.58  C22 1.357
24 F -4.49 -2.21 -0.16  C22 1.340
25 C -5.25 -0.01 0.47  C22 1.531, O26 1.409, H34 1.087, H35 1.095
26 O -6.22 -0.26 1.46  C25 1.409, C27 1.346
27 C -5.94 -1.17 2.41  O26 1.346, F28 1.337, F29 1.361, C30 1.510
28 F -6.25 -2.41 2.01  C27 1.337
29 F -4.62 -1.15 2.72  C27 1.361
30 C -6.73 -0.78 3.63  C27 1.510, F31 1.349, F32 1.356, H36 1.094
31 F -6.45 -1.65 4.62  C30 1.349
32 F -6.38 0.48 4.00  C30 1.356
33 H -7.18 -1.81 -0.41  C20 1.088
34 H -5.59 0.87 -0.07  C25 1.087
35 H -4.24 0.19 0.84  C25 1.095
36 H -7.81 -0.74 3.45  C30 1.094
37 O -0.59 -0.95 -7.79  C38 1.202
38 C -0.16 -0.87 -6.67  O37 1.202, C39 1.506, O42 1.361
39 C 0.74 0.18 -6.06  C38 1.506, C40 1.542, H43 1.097, H44 1.087
40 C 0.79 -0.19 -4.56  C39 1.542, C41 1.534, H45 1.075, H46 1.094
41 C 0.42 -1.67 -4.57  C40 1.534, O42 1.434, H47 1.091, H48 1.086
42 O -0.37 -1.86 -5.76  C38 1.361, C41 1.434
43 H 1.70 0.07 -6.56  C39 1.097
44 H 0.38 1.19 -6.24  C39 1.087
45 H 1.73 0.13 -4.15  C40 1.075
46 H -0.11 0.27 -4.13  C40 1.094
47 H 1.29 -2.33 -4.55  C41 1.091
48 H -0.30 -1.93 -3.80  C41 1.086
49 O -2.83 -0.55 -4.32  C50 1.201
50 C -3.22 -1.65 -4.62  O49 1.201, C51 1.501, O54 1.353
51 C -4.43 -2.00 -5.43  C50 1.501, C52 1.534, H55 1.084, H56 1.092
52 C -4.53 -3.52 -5.23  C51 1.534, C53 1.520, H57 1.086, H58 1.094
53 C -3.09 -3.89 -4.89  C52 1.520, O54 1.434, H59 1.087, H60 1.089
54 O -2.58 -2.76 -4.18  C50 1.353, C53 1.434
55 H -5.26 -1.40 -5.09  C51 1.084
56 H -4.15 -1.71 -6.44  C51 1.092
57 H -5.28 -3.82 -4.51  C52 1.086
58 H -4.83 -3.96 -6.19  C52 1.094
59 H -3.08 -4.78 -4.26  C53 1.087
60 H -2.49 -4.06 -5.79  C53 1.089
61 O 1.96 0.43 2.81  C62 1.196
62 C 1.92 1.46 3.41  O61 1.196, C63 1.491, O66 1.346
63 C 0.80 1.91 4.29  C62 1.491, C64 1.509, H67 1.106, H68 1.079
64 C 1.22 3.23 4.90  C63 1.509, C65 1.547, H69 1.085, H70 1.091
65 C 2.42 3.65 4.01  C64 1.547, O66 1.460, H71 1.085, H72 1.084
66 O 2.82 2.45 3.28  C62 1.346, C65 1.460
67 H 0.04 2.18 3.54  C63 1.106
68 H 0.31 1.16 4.91  C63 1.079
69 H 0.45 3.99 4.89  C64 1.085
70 H 1.59 3.12 5.92  C64 1.091
71 H 2.12 4.39 3.28  C65 1.085
72 H 3.26 3.94 4.63  C65 1.084
73 C 0.21 -0.31 0.23  C74 1.520, H78 1.093, H79 1.089, H80 1.093
74 C -0.05 0.10 -1.21  C73 1.520, C75 1.538, H81 1.089, H82 1.088
75 C -1.57 0.20 -1.39  C74 1.538, C76 1.451, H83 1.092, H84 1.095
76 C -2.07 1.45 -0.85  C75 1.451, N77 1.162
77 N -2.47 2.46 -0.43  C76 1.162
78 H -0.09 -1.35 0.34  C73 1.093
79 H -0.27 0.35 0.95  C73 1.089
80 H 1.28 -0.30 0.49  C73 1.093
81 H 0.27 -0.64 -1.94  C74 1.089
82 H 0.42 1.04 -1.47  C74 1.088
83 H -2.03 -0.67 -0.91  C75 1.092
84 H -1.92 0.07 -2.42  C75 1.095
85 C -3.08 -1.83 5.03  C86 1.516, H90 1.091, H91 1.087, H92 1.094
86 C -2.15 -2.16 3.88  C85 1.516, C87 1.516, H93 1.091, H94 1.100
87 C -1.18 -1.05 3.54  C86 1.516, C88 1.475, H95 1.096, H96 1.087
88 C -1.88 0.14 3.02  C87 1.475, N89 1.164
89 N -2.44 1.07 2.61  C88 1.164
90 H -2.51 -1.50 5.90  C85 1.091
91 H -3.70 -2.69 5.30  C85 1.087
92 H -3.74 -1.00 4.75  C85 1.094
93 H -2.68 -2.55 3.01  C86 1.091
94 H -1.58 -3.05 4.17  C86 1.100
95 H -0.52 -1.36 2.72  C87 1.096
96 H -0.53 -0.71 4.35  C87 1.087
97 C 4.17 -2.88 1.28  C98 1.545, H102 1.091, H103 1.091, H104 1.087
98 C 4.91 -1.54 1.46  C97 1.545, C99 1.539, H105 1.092, H106 1.084
99 C 5.57 -1.45 2.85  C98 1.539, C100 1.444, H107 1.088, H108 1.100
100 C 4.84 -2.08 3.93  C99 1.444, N101 1.136
101 N 4.25 -2.57 4.77  C100 1.136
102 H 4.93 -3.67 1.21  C97 1.091
103 H 3.58 -2.90 0.37  C97 1.091
104 H 3.47 -3.06 2.09  C97 1.087
105 H 4.17 -0.75 1.41  C98 1.092
106 H 5.63 -1.51 0.65  C98 1.084
107 H 5.82 -0.43 3.12  C99 1.088
108 H 6.50 -2.04 2.83  C99 1.100